Molecular formula: C48H44BrClI2N6O2S3Y
Method: DFT, ωB97M-V with the def2-TZVPD basis set

```
108
Properties=species:S:1:pos:R:3:mulliken_charge:R:1
Y -0.22166 0.10619 0.21272 0.374
I -5.32520 -0.16975 6.34126 0.080
C -3.79779 0.16730 4.96814 -0.482
C -3.12937 1.38147 4.95139 -0.413
C -2.13705 1.59087 4.01128 -0.431
I -1.07088 3.37997 4.05344 0.086
C -1.79962 0.63852 3.03906 0.046
O -0.89231 0.88089 2.12859 0.520
C -2.47311 -0.60204 3.10016 0.766
C -2.20050 -1.69803 2.10042 0.114
N -0.77044 -1.81643 1.71138 -0.296
C 0.10750 -1.95237 2.87542 -0.579
C 1.53296 -1.55672 2.60736 0.398
C 2.55762 -2.12800 3.35165 -1.104
C 3.85790 -1.70809 3.14947 -0.477
C 4.10131 -0.72866 2.19891 -1.272
C 3.02852 -0.22468 1.49038 -0.020
N 1.76578 -0.61813 1.68346 1.165
C -3.44419 -0.82551 4.06539 -0.811
H -3.37139 2.15230 5.66938 0.422
H -2.77136 -1.53263 1.18083 -1.067
H -2.54898 -2.64570 2.52617 0.683
H -0.69918 -2.64518 1.12441 0.205
H 0.07583 -2.96617 3.28944 0.555
H -0.26889 -1.28617 3.65576 0.182
H 2.32615 -2.89528 4.07734 0.518
H 4.66920 -2.14065 3.71924 0.443
H 5.09830 -0.36494 2.00049 0.494
H 3.18888 0.52273 0.72340 0.344
H -3.94471 -1.78598 4.09569 0.492
O 5.13178 -0.66209 -3.94748 -0.535
C 4.06236 -0.48627 -3.15727 0.892
C 3.36460 0.71455 -3.05649 -0.935
C 2.28786 0.77697 -2.20053 -0.691
N 1.85963 -0.25324 -1.45272 0.646
C 2.53534 -1.38871 -1.59123 0.014
Br 1.94519 -2.90304 -0.61590 -0.023
C 3.63318 -1.57317 -2.40495 -0.650
H 5.33084 0.14473 -4.43667 0.311
H 3.65060 1.58423 -3.63179 0.383
H 1.72309 1.69220 -2.09374 0.246
H 4.13743 -2.52440 -2.47094 0.517
S -0.84122 2.32545 -1.76336 -0.281
C -0.92984 3.51471 -0.58863 0.077
N -1.95077 4.33647 -0.45807 0.482
C -1.98588 5.34303 0.59642 -0.722
C -0.62592 5.97062 0.71852 -0.738
N 0.37656 4.92499 0.91442 0.443
C 1.53570 5.33044 1.72275 -1.273
C 2.27750 6.45385 1.04666 0.392
C 2.36542 7.70736 1.63234 -0.333
C 3.03387 8.73834 0.98486 -0.669
C 3.60958 8.51890 -0.25524 -0.417
C 3.52367 7.26462 -0.84758 -0.757
C 2.86277 6.23613 -0.19854 -0.089
C 0.27150 3.73499 0.35130 0.230
S 1.42714 2.53792 0.51795 -0.277
C -3.13208 4.31548 -1.33255 -1.480
C -3.14734 5.53983 -2.21006 0.447
C -2.11382 5.75326 -3.11973 -0.176
C -2.11001 6.88419 -3.91780 -0.830
C -3.14062 7.81107 -3.81783 -0.418
C -4.17302 7.60217 -2.91910 -0.714
C -4.17346 6.46957 -2.11486 -0.132
H -2.30111 4.86860 1.52936 0.009
H -2.71550 6.09850 0.30955 0.513
H -0.58776 6.62699 1.58738 0.520
H -0.37107 6.56213 -0.16522 0.335
H 2.16291 4.45490 1.86256 0.407
H 1.15593 5.64080 2.69850 0.504
H 1.91678 7.88082 2.60328 0.374
H 3.10210 9.71193 1.45032 0.392
H 4.12812 9.32156 -0.76154 0.392
H 3.97904 7.09008 -1.81314 0.418
H 2.80163 5.25418 -0.65438 0.460
H -4.00599 4.27628 -0.68048 0.474
H -3.09586 3.39360 -1.90641 0.593
H -1.31736 5.02320 -3.20597 0.427
H -1.30751 7.04217 -4.62573 0.419
H -3.13758 8.69283 -4.44400 0.401
H -4.97828 8.31979 -2.84024 0.404
H -4.98123 6.30608 -1.41096 0.428
Cl -5.49482 -4.82000 0.38694 -0.259
C -4.24752 -3.80882 -0.28684 0.069
C -2.93377 -4.24705 -0.31353 -0.836
C -1.94805 -3.41336 -0.81769 -0.482
C -2.22702 -2.11956 -1.29167 0.360
C -1.16160 -1.17316 -1.64590 -1.791
C -3.58006 -1.75453 -1.31789 -0.115
C -4.57718 -2.57102 -0.81605 -0.576
H -2.68965 -5.23637 0.04976 0.478
H -0.92656 -3.77789 -0.85829 0.646
H -1.51613 -0.44281 -2.38074 0.616
H -0.31499 -1.70455 -2.09085 0.469
H -3.83432 -0.78486 -1.72610 0.428
H -5.61366 -2.26106 -0.83330 0.566
S -3.51927 1.36626 0.40250 0.264
C -5.07796 0.72339 0.42674 -0.802
N -5.83600 0.72678 -0.70391 0.245
C -7.09244 0.22551 -0.80357 -0.437
C -7.69003 -0.33075 0.28155 -0.634
C -6.96795 -0.35163 1.49524 -0.398
C -5.70718 0.16569 1.56950 -0.165
H -5.39323 1.12481 -1.52156 0.279
H -7.55263 0.30145 -1.77712 0.417
H -8.68614 -0.73617 0.20394 0.446
H -7.41839 -0.78001 2.38088 0.486
H -5.14980 0.16608 2.49417 0.378
```

- Highest occupied orbital energy: -0.3304 Eh
- E_LUMO: -0.1155 Ha
- M: 1291.192 g/mol
- F_max: 0.7 eV/Å
- Calculated total energy: -195841.4416 eV
- Total charge: +1
- Frontier orbital gap: 5.85 eV